Record 1
{
  "formula": "C6H12O",
  "method": "the ωB97M-V functional and the def2-TZVPD basis",
  "symbols": ["C", "C", "C", "C", "C", "C", "O", "H", "H", "H", "H", "H", "H", "H", "H", "H", "H", "H", "H"],
  "coordinates": [[1.956247, 0.427748, -0.886884], [0.425441, 0.752388, -1.107500], [-0.147468, 0.777833, 0.258022], [-1.444560, 0.184889, 0.650901], [-2.213684, -0.885249, -0.099544], [0.282532, -0.381476, 1.008799], [1.211834, -0.241953, 2.032405], [2.384280, 0.505880, -1.870339], [2.334341, -0.542816, -0.495088], [2.410706, 1.166075, -0.209511], [-0.094061, -0.016555, -1.702207], [0.262635, 1.712032, -1.624328], [0.043978, 1.681810, 0.840781], [-2.126233, 0.878618, 1.172016], [-1.577615, -1.440168, -0.794065], [-3.097675, -0.555307, -0.670669], [-2.587987, -1.591968, 0.648562], [0.444903, -1.300731, 0.434710], [1.477795, -1.119132, 2.344579]],
  "forces_ev_per_angstrom": [[-0.056, 0.538, -0.900], [0.964, -0.180, -0.191], [0.381, 0.158, -0.308], [0.465, -0.677, 0.862], [0.204, -0.215, 0.050], [-1.944, -0.249, 0.664], [-0.494, -0.054, 0.280], [0.748, 0.245, -0.376], [-1.139, 0.366, -0.231], [-0.200, 0.017, -0.376], [0.398, 0.130, 0.098], [0.428, -0.291, -0.032], [0.054, 0.035, -0.246], [0.707, -0.653, 0.533], [-0.052, -0.026, 0.055], [0.391, 0.306, 0.181], [-0.026, -0.058, -0.223], [-0.506, 0.294, 0.145], [-0.324, 0.312, 0.014]],
  "e_tot_ev": -8461.21248,
  "smiles": "CC[C@H]1[C@@H](C)[C@@H]1O",
  "max_force_ev_per_a": 2.1,
  "mol_weight_g_mol": 100.2,
  "lumo_ev": 0.87,
  "gap_ha": 0.3176,
  "charge": 0,
  "de_lowest_ev": 3.141
}

***

Record 2
{
  "formula": "C6H2N",
  "method": "the ωB97M-V functional and the def2-TZVPD basis",
  "symbols": ["C", "C", "C", "C", "C", "C", "N", "H", "H"],
  "coordinates": [[1.200760, -0.984459, -0.412666], [1.647279, 0.298106, -0.610160], [-0.061211, -1.268852, -0.629527], [-0.767203, 0.769195, 0.856680], [0.883387, 1.238737, -1.091816], [-0.082738, 0.212338, -0.346792], [-1.454393, 1.716759, 1.116333], [-0.779437, -2.060710, -0.592186], [-0.586444, 0.078885, 1.710133]],
  "forces_ev_per_angstrom": [[0.854, 0.087, -0.179], [-0.533, 0.540, 0.387], [-0.274, 1.041, -0.037], [1.827, -3.222, 1.152], [0.152, -1.158, 0.073], [-0.336, 0.411, -1.195], [-1.402, 2.449, -0.351], [-0.224, -0.240, 0.046], [-0.064, 0.092, 0.104]],
  "e_tot_ev": -7723.87981,
  "max_force_ev_per_a": 3.9,
  "mol_weight_g_mol": 88.1,
  "lumo_ev": [-7.34, -8.84],
  "gap_ha": [0.3287, 0.2340],
  "charge": 1,
  "de_lowest_ev": 5.829
}

***

Record 3
{
  "formula": "C53H82BF4NO22S4",
  "method": "the ωB97M-V functional and the def2-TZVPD basis",
  "symbols": ["C", "C", "N", "C", "C", "C", "C", "C", "O", "C", "H", "H", "H", "H", "H", "H", "H", "H", "H", "H", "H", "H", "H", "H", "H", "H", "H", "H", "H", "H", "O", "C", "O", "B", "O", "C", "O", "O", "C", "O", "C", "O", "O", "F", "C", "C", "C", "C", "C", "C", "H", "H", "H", "H", "H", "F", "C", "C", "C", "C", "C", "C", "H", "H", "H", "H", "H", "F", "C", "C", "C", "C", "C", "C", "H", "H", "H", "H", "H", "F", "C", "C", "C", "C", "C", "C", "H", "H", "H", "H", "H", "C", "S", "O", "C", "H", "H", "H", "H", "H", "H", "C", "S", "O", "C", "H", "H", "H", "H", "H", "H", "C", "S", "O", "C", "H", "H", "H", "H", "H", "H", "C", "S", "O", "C", "H", "H", "H", "H", "H", "H", "C", "O", "C", "O", "O", "C", "H", "H", "H", "H", "H", "H", "C", "O", "C", "O", "O", "C", "H", "H", "H", "H", "H", "H", "C", "O", "C", "O", "O", "C", "H", "H", "H", "H", "H", "H"],
  "coordinates": [[-1.582477, -1.916716, 0.667076], [-0.421777, -1.147147, 1.263240], [0.633860, -0.532312, 0.255534], [1.456686, 0.538107, 0.974750], [1.587576, -1.678777, -0.268654], [2.389425, -2.449399, 0.852399], [-0.083380, 0.051727, -1.002307], [-0.958926, 1.346013, -0.871518], [-1.999399, 1.213716, 0.109446], [-2.848783, 2.365365, 0.330935], [-2.108580, -2.452401, 1.457237], [-1.316999, -2.735919, -0.001166], [-2.275880, -1.210437, 0.210503], [0.156305, -1.661493, 2.030936], [-0.906047, -0.263419, 1.678723], [2.161856, 0.921949, 0.237529], [2.018112, 0.078225, 1.788019], [0.788946, 1.374049, 1.183121], [2.203925, -1.217019, -1.040014], [0.812082, -2.267476, -0.758706], [1.783724, -3.010843, 1.563732], [3.049895, -1.819025, 1.447802], [3.092975, -3.171917, 0.438773], [-0.627090, -0.670438, -1.611349], [0.808170, 0.275178, -1.588234], [-1.418145, 1.559515, -1.836731], [-0.286387, 2.160141, -0.601365], [-3.691549, 2.234355, 1.009682], [-3.329464, 2.591025, -0.620975], [-2.227546, 3.221757, 0.593116], [0.882091, 4.343309, -2.073324], [-0.151343, 4.735182, -2.641722], [-1.432211, 4.394845, -2.363461], [-2.303951, 5.281432, -3.185297], [-1.423995, 5.910969, -4.194372], [-0.138338, 5.642883, -3.824189], [0.944073, 6.004436, -4.294679], [-2.982008, 6.357887, -2.410356], [-4.310963, 6.190073, -2.497224], [-5.153944, 6.963672, -2.039576], [-4.542764, 5.077749, -3.553263], [-3.382195, 4.590092, -3.889770], [-5.626621, 4.610518, -3.880391], [-5.488935, -4.647641, 4.153758], [-5.795883, -3.518314, 3.435967], [-7.158406, -3.268785, 3.084594], [-7.420699, -2.140136, 2.223184], [-6.362372, -1.370599, 1.727705], [-4.995138, -1.721433, 1.949704], [-4.764495, -2.734772, 2.871217], [-7.889621, -3.996902, 3.403282], [-8.424456, -1.885290, 1.916701], [-6.534165, -0.507261, 1.101990], [-4.245446, -1.098113, 1.485117], [-3.726937, -2.945112, 3.084848], [-1.465957, 6.158940, 1.370166], [-2.742549, 6.092288, 1.822467], [-3.027205, 6.484485, 3.091281], [-4.282702, 6.433542, 3.658900], [-5.299666, 5.954866, 2.832476], [-5.043413, 5.544058, 1.519789], [-3.751845, 5.629733, 0.995739], [-2.197612, 6.909330, 3.636883], [-4.559378, 6.841429, 4.619878], [-6.326908, 5.945406, 3.165790], [-5.839492, 5.114255, 0.929931], [-3.391404, 5.240286, 0.055091], [-5.220553, 1.397081, -2.647895], [-4.854501, 0.160483, -2.442504], [-5.822735, -0.767007, -1.969314], [-5.472815, -2.098479, -1.786882], [-4.186327, -2.460056, -2.184367], [-3.217508, -1.562213, -2.661293], [-3.612593, -0.254874, -2.894793], [-6.808401, -0.409174, -1.710817], [-6.178840, -2.754280, -1.299161], [-3.912755, -3.504472, -2.211921], [-2.292429, -1.884426, -3.116054], [-2.933366, 0.426492, -3.385491], [1.447602, 0.789420, -8.249691], [1.039250, 1.151060, -7.021974], [0.016699, 0.481892, -6.354834], [-0.358153, 0.766135, -5.008975], [0.337124, 1.737674, -4.336925], [1.327126, 2.528423, -5.012705], [1.654494, 2.181111, -6.323112], [-0.572045, -0.279138, -6.845352], [-1.146647, 0.293631, -4.442036], [0.171359, 1.941910, -3.289444], [1.960626, 3.238291, -4.501669], [2.493042, 2.670890, -6.795733], [1.533304, -4.841701, -3.502659], [0.678021, -3.471815, -4.434454], [-0.166114, -2.836103, -3.320159], [2.192398, -2.371204, -4.547606], [2.134783, -4.528060, -2.649456], [2.101454, -5.476686, -4.182447], [0.654543, -5.420014, -3.217313], [2.908818, -3.013979, -5.059158], [2.659931, -2.134923, -3.591737], [2.067443, -1.432329, -5.087045], [0.217268, -5.689762, -0.492183], [-0.884187, -6.207975, 0.893973], [-0.826069, -5.024462, 1.854797], [-2.401894, -6.041765, -0.101260], [0.052310, -4.630430, -0.688857], [-0.003117, -6.339636, -1.339061], [1.258995, -5.879204, -0.233285], [-2.284077, -6.742551, -0.927772], [-2.434330, -5.090032, -0.631586], [-3.316985, -6.200663, 0.469222], [2.095005, 5.688966, 0.834651], [3.430544, 4.590641, 1.417427], [2.873718, 3.529796, 2.339520], [3.582290, 3.842664, -0.249586], [1.225954, 5.071214, 0.608317], [2.298353, 6.224789, -0.092513], [1.810689, 6.280419, 1.704974], [2.594520, 3.532328, -0.590330], [4.232491, 2.989994, -0.053892], [4.196450, 4.456235, -0.908705], [5.430145, 0.407836, -2.100442], [4.118220, 0.773800, -3.411268], [2.819234, 0.611843, -2.613917], [4.433353, 2.562468, -3.451173], [5.303050, -0.652228, -1.880891], [5.360046, 1.072122, -1.239098], [6.336056, 0.580300, -2.681550], [4.661020, 3.032877, -4.407723], [5.254954, 2.808990, -2.778648], [3.554710, 3.089842, -3.079736], [-0.817356, -3.554042, 4.417598], [-0.805531, -2.287256, 5.109004], [0.179402, -1.403738, 4.887349], [1.125073, -1.507750, 4.118029], [-0.100701, -0.412683, 5.680752], [0.846144, 0.661489, 5.866002], [-1.817403, -3.794174, 4.056575], [-0.555092, -4.342042, 5.123556], [-0.081493, -3.675300, 3.622680], [0.764375, 1.177854, 6.822444], [0.586601, 1.486513, 5.202616], [1.870184, 0.327265, 5.699516], [6.233182, -4.506665, 4.334761], [4.848331, -4.916753, 4.594876], [3.914376, -4.989073, 3.696978], [3.992865, -4.486568, 2.548659], [2.916373, -5.770839, 4.249185], [1.931586, -6.200759, 3.362419], [6.871027, -4.871005, 5.140066], [6.359026, -3.424466, 4.368077], [6.633204, -4.904931, 3.402307], [1.729019, -7.200955, 3.745399], [2.306599, -6.167175, 2.339518], [1.000639, -5.634064, 3.379926], [6.824428, -0.970981, 0.915370], [6.336583, -0.626562, 2.238103], [5.466276, 0.345590, 2.313853], [4.908602, 0.853821, 1.353570], [5.371213, 0.673327, 3.637309], [4.632153, 1.810940, 4.020125], [6.220372, -1.700265, 0.375593], [7.792562, -1.442169, 1.085077], [7.099520, -0.042899, 0.414279], [4.672441, 1.840354, 5.108985], [3.567814, 1.654739, 3.844386], [5.062399, 2.745554, 3.660260]],
  "forces_ev_per_angstrom": [[0.251, -0.366, -0.269], [0.362, 0.968, -0.264], [-0.822, -0.755, 0.458], [-0.586, -0.481, -1.570], [-0.967, 0.186, 1.257], [-0.359, 0.628, -0.589], [0.558, 0.764, 0.091], [-0.007, -0.505, 1.329], [0.000, -0.538, 0.659], [0.733, 0.093, -1.749], [0.094, 0.242, 0.311], [0.162, 0.224, -0.329], [0.050, -0.268, -0.249], [-0.062, -0.004, -0.202], [0.402, 0.103, 0.300], [0.214, -0.212, -0.108], [-0.511, 0.248, 0.176], [-0.013, -0.300, 0.718], [0.131, 0.050, 0.171], [0.531, -0.618, -0.167], [-0.248, 0.125, -0.225], [-0.189, 0.371, -0.054], [-0.265, -0.046, -0.478], [0.045, -0.698, 0.787], [-0.256, 0.545, -0.456], [0.227, -0.025, -0.217], [-0.101, 0.453, -0.077], [0.638, -0.685, 0.442], [-0.017, 0.267, -0.258], [-0.091, 0.078, 0.296], [-2.304, 0.490, -0.514], [0.131, -1.825, 1.822], [1.952, 0.532, 0.060], [-0.991, 0.944, -0.855], [3.007, -0.439, 0.782], [0.965, 1.646, -2.071], [-2.897, -0.450, 0.555], [-0.090, -1.010, 0.582], [-1.482, 3.051, -0.381], [2.069, -2.386, -0.675], [-3.228, -1.603, 0.722], [1.192, -0.504, -0.017], [2.028, 1.305, 0.400], [-0.143, 1.199, -0.392], [-1.247, 0.480, -1.500], [2.028, 0.856, -0.633], [1.161, -0.975, 0.923], [0.914, -0.701, -0.045], [-2.822, 0.263, 1.028], [0.497, -0.542, -0.010], [-0.278, 0.267, 0.053], [-0.129, -0.112, 0.196], [-0.337, -0.027, -0.121], [0.296, -0.279, 0.152], [0.035, -0.399, 0.301], [0.119, -0.038, -0.022], [-1.316, -0.322, -0.489], [1.435, 0.979, 1.558], [-1.080, -0.192, -1.393], [-0.127, 0.032, -0.336], [0.562, -0.061, 0.204], [0.645, -0.502, 0.337], [0.114, 0.021, 0.318], [0.457, -0.104, 0.155], [-0.030, -0.103, 0.183], [-0.048, 0.167, -0.146], [-0.628, 0.135, -0.433], [-0.413, 1.548, -0.010], [-0.770, -2.461, -0.402], [0.948, 0.967, 0.231], [0.775, 1.164, -0.298], [0.825, -0.759, 0.067], [-1.672, -0.195, -0.843], [0.254, 0.250, 0.908], [-0.046, 0.139, 0.011], [0.072, -0.337, -0.321], [0.023, -0.224, 0.359], [0.211, -0.379, 0.370], [-0.173, 0.328, 0.031], [-0.222, 0.189, 0.333], [-0.977, -0.135, 1.865], [-0.987, -0.551, 0.298], [1.094, 0.604, -0.968], [1.413, 1.779, -0.374], [-0.748, -2.167, -0.142], [0.891, 0.468, -0.096], [0.167, -0.148, -0.347], [-0.079, -0.573, -0.582], [-0.157, 0.032, 0.013], [-0.433, 0.262, 0.040], [0.019, 0.253, -0.177], [-0.791, -0.042, -1.190], [1.164, 1.673, 2.903], [0.451, -0.691, -1.319], [0.132, -0.917, -0.352], [-0.249, 0.317, -0.134], [0.168, 0.172, -0.068], [0.200, -0.017, 0.322], [0.114, 0.135, -0.371], [-0.634, -0.192, 0.384], [-0.523, -0.245, -0.134], [-0.159, -0.796, 0.432], [0.110, 1.902, -0.059], [-0.161, -1.152, -0.750], [0.390, 0.080, -0.563], [-0.153, -0.113, -0.087], [-0.131, 0.223, -0.099], [-0.068, 0.124, 0.308], [-0.270, -0.523, 0.263], [0.080, 0.397, 0.503], [0.281, -0.127, 0.068], [-0.993, 0.283, 1.714], [-1.780, -0.557, -2.327], [0.312, 1.057, -0.574], [1.917, -1.268, 0.928], [0.142, -0.528, 0.031], [0.748, 0.089, 0.306], [0.050, 0.526, -0.373], [-0.068, 0.395, -0.104], [-0.232, -0.487, -0.072], [-0.591, 0.559, 0.076], [-0.554, 0.136, -1.960], [-0.775, 0.072, 2.516], [1.088, 0.094, -0.883], [0.244, 0.923, 0.289], [0.082, 0.188, 0.204], [-0.274, -0.199, -0.102], [0.376, -0.143, 0.371], [-0.017, -0.608, -0.270], [0.110, -0.130, -0.022], [-0.256, -0.387, 0.063], [0.480, -0.676, 0.210], [0.299, -0.378, -0.810], [0.305, -1.480, -0.882], [-0.835, 0.155, 0.701], [0.369, 2.041, 1.551], [-0.011, 0.464, -0.714], [0.106, 0.486, -0.039], [-0.079, 0.152, 0.341], [-0.203, 0.716, -0.108], [-0.338, -1.026, 0.446], [0.129, -0.261, -0.627], [-0.151, -0.062, -0.036], [-0.325, 0.229, -0.112], [1.837, 0.056, 1.354], [-0.178, 0.363, -2.550], [-0.848, -1.622, 2.972], [2.135, 2.316, -0.560], [-0.926, -0.754, -0.512], [-0.591, -0.382, 0.138], [-0.488, 0.046, -0.294], [-0.464, 0.010, -0.093], [-0.257, -0.169, -0.640], [-0.035, -0.356, -0.005], [0.181, 0.286, 0.269], [1.162, 0.179, 0.653], [0.438, -0.899, -0.419], [-0.287, 0.784, 0.367], [0.037, 0.216, 1.114], [0.344, -0.507, -1.492], [-0.682, -0.191, 0.982], [-0.425, 0.543, 0.084], [-0.153, -0.207, 0.308], [-0.661, -0.155, -0.454], [0.430, -0.052, 0.010], [0.062, 0.347, -0.662], [-0.204, -0.130, -0.359]],
  "e_tot_ev": -157702.68856,
  "max_force_ev_per_a": 3.7,
  "mol_weight_g_mol": 1300.3,
  "lumo_ev": [-3.17, -8.20],
  "gap_ha": [0.2681, 0.0833],
  "charge": 1,
  "multiplicity": 2
}